DFT (ωB97M-V/def2-TZVPD) results for a structure of composition C60H140N8O11V in a non-equilibrium geometry.

Results
Calculated total energy   -4579.1826 Ha
2S+1   3
Charge   +1
LUMO energy (spin up / spin down)   -1.7951 / -1.8222 eV
<S²>   2.0079
Gap between HOMO and LUMO (spin up / spin down)   0.3036 / 0.3029 hartree

Each line ends with the Mulliken spin population.
Positions of all 220 atoms, in Å:
V (-4.333, -0.062, 1.256)  1.84
C (-8.138, 1.095, 1.616)  0.00
C (-7.185, 0.884, 0.492)  0.01
C (-6.784, 2.007, -0.456)  0.00
O (-6.007, 0.506, 0.993)  0.09
H (-7.817, 1.907, 2.191)  0.00
H (-8.326, 0.141, 2.044)  0.00
H (-9.149, 1.332, 1.313)  0.00
H (-7.590, 0.101, -0.241)  0.00
H (-6.069, 1.511, -1.167)  0.00
H (-6.181, 2.754, 0.000)  0.00
H (-7.629, 2.343, -1.022)  0.00
C (-1.454, -1.103, -1.372)  0.01
C (-2.759, -0.360, -1.575)  -0.03
C (-3.702, -0.929, -2.639)  0.01
O (-3.348, -0.256, -0.157)  0.06
H (-0.867, -0.544, -0.602)  0.00
H (-0.985, -1.182, -2.321)  0.00
H (-1.491, -2.066, -0.787)  0.00
H (-2.507, 0.759, -1.678)  0.01
H (-3.129, -0.875, -3.593)  0.00
H (-4.621, -0.427, -2.883)  0.00
H (-3.829, -1.984, -2.526)  -0.01
C (1.718, 3.074, -1.592)  0.00
C (1.867, 4.228, -0.620)  0.00
C (3.028, 3.930, 0.308)  0.00
C (4.300, 3.989, -0.462)  0.00
C (4.552, 5.436, -0.790)  0.00
C (3.481, 5.923, -1.745)  0.00
N (2.125, 5.558, -1.158)  0.00
O (1.083, 5.913, -2.141)  0.00
C (3.525, 7.446, -1.842)  0.00
C (3.756, 5.325, -3.118)  0.00
C (0.563, 4.397, 0.273)  0.00
H (2.659, 2.884, -2.122)  0.00
H (0.917, 3.251, -2.354)  0.00
H (1.483, 2.158, -1.045)  0.00
H (2.992, 4.758, 1.063)  0.00
H (2.768, 2.968, 0.779)  0.00
H (4.342, 3.292, -1.317)  0.00
H (5.070, 3.627, 0.271)  0.00
H (5.511, 5.448, -1.323)  0.00
H (4.624, 6.024, 0.160)  0.00
H (4.492, 7.762, -2.128)  0.00
H (2.769, 7.801, -2.535)  0.00
H (3.327, 8.000, -0.907)  0.00
H (4.764, 5.638, -3.449)  0.00
H (3.764, 4.206, -3.291)  0.00
H (3.116, 5.724, -3.866)  0.00
H (0.667, 5.328, 0.861)  0.00
H (0.485, 3.521, 0.909)  0.00
H (-0.370, 4.442, -0.318)  0.00
H (1.172, 5.325, -2.911)  0.00
C (-0.049, -1.191, -8.264)  0.00
C (0.821, -0.962, -7.004)  0.00
C (2.264, -1.185, -7.269)  0.00
C (3.185, -0.737, -6.175)  0.00
C (2.970, 0.735, -5.964)  0.00
C (1.574, 1.017, -5.495)  0.00
N (0.656, 0.495, -6.538)  0.00
O (-0.612, 0.704, -5.998)  0.00
C (1.360, 0.492, -4.058)  0.00
C (1.249, 2.518, -5.518)  0.00
C (0.330, -2.025, -6.029)  0.00
H (-1.094, -1.052, -8.005)  0.00
H (0.011, -2.226, -8.625)  0.00
H (0.293, -0.580, -9.089)  0.00
H (2.471, -2.182, -7.665)  0.00
H (2.485, -0.466, -8.082)  0.00
H (4.264, -1.036, -6.351)  0.00
H (2.919, -1.247, -5.219)  0.00
H (3.219, 1.085, -6.971)  0.00
H (3.625, 1.212, -5.237)  0.00
H (1.386, -0.622, -3.936)  0.00
H (2.044, 0.925, -3.320)  0.00
H (0.410, 0.816, -3.709)  0.00
H (0.238, 2.571, -5.071)  0.00
H (1.969, 3.088, -4.970)  0.00
H (1.219, 2.843, -6.580)  0.00
H (-0.530, -1.586, -5.378)  0.00
H (1.186, -2.338, -5.327)  0.00
H (0.009, -3.011, -6.478)  0.00
H (-1.219, 0.936, -6.725)  0.00
C (4.523, 0.300, 8.871)  0.00
C (4.097, 0.825, 7.526)  0.00
C (4.929, 2.196, 7.265)  0.00
C (5.151, 2.470, 5.792)  0.00
C (5.634, 1.320, 4.966)  0.00
C (4.658, 0.113, 5.122)  0.00
N (4.547, -0.180, 6.521)  0.00
O (3.860, -1.367, 6.701)  0.00
C (3.310, 0.373, 4.512)  0.00
C (5.335, -1.017, 4.368)  0.00
C (2.552, 1.024, 7.451)  0.00
H (3.962, -0.647, 9.124)  0.00
H (4.436, 1.066, 9.638)  0.00
H (5.545, -0.002, 8.765)  0.00
H (4.452, 3.043, 7.760)  0.00
H (5.923, 1.935, 7.715)  0.00
H (5.855, 3.396, 5.715)  0.00
H (4.313, 2.838, 5.288)  0.00
H (6.663, 0.978, 5.294)  0.00
H (5.695, 1.463, 3.903)  0.00
H (3.382, 0.484, 3.429)  0.00
H (2.710, -0.473, 4.805)  0.00
H (2.846, 1.237, 4.955)  0.00
H (6.183, -1.466, 4.853)  0.00
H (4.654, -1.827, 3.996)  0.00
H (5.691, -0.616, 3.463)  0.00
H (2.161, 0.072, 7.033)  0.00
H (2.144, 1.877, 6.933)  0.00
H (2.144, 1.121, 8.440)  0.00
H (4.467, -2.053, 7.074)  0.00
C (-4.727, -5.719, -1.890)  0.00
C (-3.138, -5.935, -1.874)  0.00
C (-2.853, -7.473, -1.745)  0.00
C (-1.382, -7.738, -1.796)  0.00
C (-0.765, -7.165, -3.026)  0.00
C (-0.967, -5.700, -3.213)  0.00
N (-2.441, -5.410, -3.063)  0.00
O (-2.498, -3.999, -2.980)  0.00
C (-0.008, -4.803, -2.272)  0.00
C (-0.626, -5.376, -4.669)  0.00
C (-2.666, -5.399, -0.459)  0.00
H (-4.820, -4.641, -2.129)  0.00
H (-5.095, -5.770, -0.801)  0.00
H (-5.241, -6.487, -2.437)  0.00
H (-3.357, -7.903, -0.892)  0.00
H (-3.385, -7.955, -2.599)  0.00
H (-1.123, -8.799, -1.807)  0.00
H (-0.871, -7.270, -0.952)  0.00
H (-1.083, -7.850, -3.848)  0.00
H (0.348, -7.135, -3.153)  0.00
H (-0.418, -3.752, -2.280)  0.00
H (-0.058, -5.045, -1.188)  0.00
H (1.069, -4.900, -2.628)  0.00
H (-0.636, -4.316, -4.722)  0.00
H (0.363, -5.700, -4.900)  0.00
H (-1.391, -5.759, -5.418)  0.00
H (-2.830, -4.348, -0.377)  0.00
H (-1.587, -5.511, -0.292)  0.00
H (-3.206, -5.963, 0.350)  0.00
H (-2.806, -3.695, -3.850)  0.00
C (3.191, -5.477, -0.263)  0.00
C (2.632, -4.039, -0.196)  0.00
O (1.504, -3.907, 0.653)  0.00
H (3.514, -5.835, 0.740)  0.00
H (3.919, -5.571, -1.057)  0.00
H (2.288, -6.086, -0.516)  0.00
H (2.372, -3.849, -1.224)  0.00
H (3.357, -3.301, 0.156)  0.00
H (1.779, -4.251, 1.531)  0.00
C (-4.707, -0.971, 4.477)  0.00
C (-3.320, -1.056, 3.685)  -0.04
C (-3.433, -2.251, 2.798)  -0.01
O (-4.469, -1.977, 1.789)  0.02
C (-5.220, -3.091, 1.113)  0.02
N (-3.149, 0.172, 2.919)  0.03
H (-5.395, -1.259, 3.745)  0.00
H (-4.887, -0.013, 4.915)  0.00
H (-4.696, -1.731, 5.207)  0.00
H (-2.500, -1.210, 4.357)  0.01
H (-3.873, -2.919, 3.577)  0.00
H (-2.611, -2.783, 2.311)  -0.02
H (-6.078, -2.598, 0.731)  0.00
H (-5.484, -3.963, 1.772)  0.00
H (-4.659, -3.355, 0.254)  0.00
H (-2.187, 0.405, 2.693)  0.00
H (-3.440, 0.963, 3.588)  0.01
C (0.374, -2.238, 3.234)  0.00
C (0.698, -3.290, 4.245)  0.00
C (-0.474, -4.226, 4.304)  0.00
O (-1.564, -3.589, 4.906)  0.00
C (-1.651, -3.683, 6.262)  0.00
N (1.893, -3.983, 3.805)  0.00
H (-0.667, -2.114, 3.090)  0.00
H (0.813, -2.688, 2.331)  0.00
H (0.764, -1.335, 3.513)  0.00
H (0.929, -2.908, 5.315)  0.00
H (-0.244, -5.141, 4.849)  0.00
H (-0.840, -4.463, 3.296)  0.00
H (-2.451, -3.043, 6.686)  0.00
H (-0.774, -3.526, 6.841)  0.00
H (-1.986, -4.662, 6.507)  0.00
H (2.221, -4.723, 4.434)  0.00
H (2.679, -3.397, 3.735)  0.00
C (-0.793, 5.180, -4.919)  0.00
C (-1.751, 4.806, -6.046)  0.00
C (-3.152, 4.885, -5.529)  0.00
O (-3.244, 4.213, -4.310)  0.00
C (-4.456, 4.579, -3.626)  0.00
N (-1.689, 5.660, -7.186)  0.00
H (-0.986, 4.431, -4.100)  0.00
H (-1.114, 6.092, -4.553)  0.00
H (0.235, 5.110, -5.226)  0.00
H (-1.559, 3.823, -6.461)  0.00
H (-3.825, 4.334, -6.220)  0.00
H (-3.440, 5.952, -5.418)  0.00
H (-5.390, 4.285, -4.251)  0.00
H (-4.518, 5.675, -3.481)  0.00
H (-4.538, 4.028, -2.707)  0.00
H (-0.794, 5.688, -7.661)  0.00
H (-2.030, 6.607, -7.048)  0.00
C (-0.746, 1.814, 5.444)  0.00
C (-0.379, 2.536, 4.106)  0.00
C (0.890, 3.414, 4.284)  0.00
O (0.440, 4.592, 4.794)  0.00
C (1.343, 5.337, 5.573)  0.00
N (-0.312, 1.513, 3.125)  0.00
H (-1.540, 1.076, 5.393)  0.00
H (-0.969, 2.557, 6.218)  0.00
H (0.106, 1.230, 5.794)  0.00
H (-1.153, 3.284, 3.816)  0.00
H (1.460, 3.519, 3.336)  0.00
H (1.729, 2.903, 4.954)  0.00
H (0.764, 6.174, 5.967)  0.00
H (2.239, 5.627, 4.983)  0.00
H (1.706, 4.692, 6.364)  0.00
H (0.161, 1.801, 2.277)  0.00
H (0.200, 0.661, 3.419)  0.00